# C19H31ClN2ORe

C19H31ClN2ORe as an isolated structure at a distorted geometry (the ωB97M-V functional and the def2-TZVPD basis, the Open Molecules 2025 dataset).

```
55
Properties=species:S:1:pos:R:3
C -5.59 -3.76 -0.38
C -6.34 -3.63 0.95
C -6.47 -3.27 -1.53
C -5.17 -5.21 -0.62
Cl -4.11 -2.73 -0.31
H -7.38 -3.87 -1.60
H -5.95 -3.34 -2.49
H -6.78 -2.23 -1.38
H -7.25 -4.25 0.94
H -6.64 -2.60 1.15
H -5.72 -3.98 1.79
H -6.05 -5.86 -0.67
H -4.54 -5.58 0.20
H -4.63 -5.32 -1.56
C -0.21 2.38 0.44
C -0.85 2.10 -0.82
C -1.78 1.03 -0.62
H -0.68 2.65 -1.74
C -1.71 0.62 0.76
C -0.77 1.48 1.42
H -0.54 1.45 2.47
H 0.54 3.15 0.60
H -2.52 0.67 -1.32
H -2.29 -0.16 1.22
C 1.50 -1.51 -0.82
C 1.88 -0.35 -1.58
C 0.72 0.10 -2.31
H 2.86 0.10 -1.67
C -0.37 -0.78 -1.97
C 0.12 -1.76 -1.03
H -0.46 -2.58 -0.63
H 2.17 -2.12 -0.23
H 0.70 0.93 -3.01
H -1.36 -0.80 -2.43
Re 0.22 0.36 -0.22
C 4.35 -0.53 1.09
N 4.24 0.93 1.10
C 5.50 1.67 1.00
C 3.02 1.47 1.14
O 2.03 0.67 1.02
N 2.83 2.85 1.39
C 3.52 3.88 0.61
C 2.40 3.29 2.72
H 5.24 -0.78 1.66
H 4.46 -0.91 0.07
H 3.46 -0.97 1.53
H 5.60 2.20 0.04
H 5.62 2.38 1.83
H 6.29 0.92 1.06
H 2.86 4.75 0.52
H 4.45 4.24 1.10
H 3.76 3.51 -0.40
H 1.82 4.22 2.61
H 1.79 2.53 3.20
H 3.26 3.54 3.37
```

## Properties
E_HOMO (alpha / beta)   -0.505 / -0.549 Eh
E_tot   -1465.1262 Ha
Total charge   +2
LUMO energy (alpha / beta)   -6.0 / -9.4 eV
2S+1   4
Kohn-Sham gap (alpha / beta)   7.773 / 5.523 eV

Atomic partial charges in e from the Mulliken method, atoms 1 to 8: C 1.04; C -1.38; C -1.39; C -1.38; Cl -0.17; H 0.36; H 0.37; H 0.37



# C19H31F9OP2Ti

C19H31F9OP2Ti as an isolated structure at a distorted geometry (the ωB97M-V functional and the def2-TZVPD basis, the Open Molecules 2025 dataset).

```
63
Properties=species:S:1:pos:R:3
P 0.16 -1.72 -2.26
P 0.04 1.48 -1.36
C -0.13 -0.36 -3.46
C 0.37 1.03 -3.07
H -1.20 -0.35 -3.71
H 0.40 -0.70 -4.36
H 1.44 1.15 -3.30
H -0.17 1.79 -3.64
C -1.64 2.20 -1.43
H -1.81 2.77 -0.51
H -2.42 1.42 -1.50
H -1.73 2.86 -2.31
C 1.18 2.73 -0.81
H 1.12 3.64 -1.42
H 2.20 2.33 -0.85
H 0.95 2.98 0.24
C -0.96 -3.06 -2.79
H -0.91 -3.80 -1.98
H -0.67 -3.54 -3.74
H -1.99 -2.70 -2.86
C 1.84 -2.32 -2.62
H 2.56 -1.49 -2.58
H 1.90 -2.81 -3.60
H 2.12 -3.04 -1.83
Ti -0.58 -0.54 -0.23
C 0.49 1.43 -6.00
C -0.84 1.49 -5.85
C -1.78 0.89 -6.85
C -1.41 -0.55 -7.35
C -0.67 -1.43 -6.38
C 0.67 -1.54 -6.32
C 1.61 -0.65 -7.09
C 1.19 0.85 -7.20
C 0.40 -2.31 0.41
H 1.19 1.91 -5.30
H -1.34 2.12 -5.11
H -1.83 1.55 -7.74
H -2.78 0.85 -6.42
H -2.38 -1.05 -7.53
H -0.89 -0.48 -8.32
H -1.32 -2.08 -5.78
H 1.15 -2.38 -5.80
H 1.72 -1.04 -8.12
H 2.60 -0.69 -6.62
H 2.13 1.41 -7.29
H 0.61 1.01 -8.12
H 1.20 -1.91 1.06
H 0.79 -3.16 -0.17
H -0.43 -2.66 1.06
F 1.99 -0.28 2.65
C 1.28 0.79 3.10
F 1.48 0.90 4.44
F 1.83 1.89 2.49
C -0.21 0.62 2.72
O -0.31 0.22 1.39
C -0.83 -0.46 3.68
F -1.21 0.05 4.87
F -1.92 -1.01 3.07
F 0.04 -1.48 3.92
C -0.97 1.97 2.91
F -0.80 2.50 4.14
F -0.53 2.87 1.98
F -2.30 1.79 2.68
```

## Properties
E_HOMO (alpha / beta)   -0.521 / -0.521 Eh
E_tot   -3248.1407 Ha
Energy relative to the best compared isomer or geometry (same formula, charge and spin)   15.0 kcal per mole
Total charge   +2
LUMO energy (alpha / beta)   -8.8 / -8.8 eV
Kohn-Sham gap (alpha / beta)   5.376 / 5.375 eV

Atomic partial charges in e from the Mulliken method, atoms 1 to 8: P 1.30; P 0.94; C 0.91; C -1.29; H 0.59; H -1.43; H 0.46; H 0.29



# C19H32AlBr4Cl2IN4O13P3

C19H32AlBr4Cl2IN4O13P3 as an isolated structure at a distorted geometry (the ωB97M-V functional and the def2-TZVPD basis, the Open Molecules 2025 dataset).

```
79
Properties=species:S:1:pos:R:3
C -3.52 -1.35 4.92
C -4.48 -0.23 4.63
O -4.74 0.63 5.40
O -5.10 -0.31 3.40
C -4.54 0.63 2.45
C -3.10 0.29 2.12
C -2.80 -1.08 1.69
N -3.84 -1.97 1.58
C -1.49 -1.47 1.42
P -1.25 -3.23 0.95
C -0.04 -3.41 -0.41
C -0.47 -3.97 2.46
C -0.43 -0.54 1.51
N 0.84 -0.94 1.20
C 1.75 0.06 1.35
P 3.52 -0.46 0.91
O 4.11 0.66 -0.11
Cl 3.20 -2.13 -0.27
C 1.47 1.36 1.79
P 2.68 2.77 2.07
N 2.12 3.40 3.56
O 4.19 2.09 2.40
N 0.21 1.73 2.06
C -0.73 0.81 1.91
C -2.08 1.19 2.20
I -2.46 3.19 2.81
H -3.60 -1.65 5.96
H -2.51 -0.94 4.79
H -3.67 -2.17 4.23
H -5.14 0.53 1.54
H -4.67 1.64 2.83
H -4.69 -1.50 1.30
H -3.64 -2.64 0.84
H 0.23 -2.45 -0.84
H -0.39 -4.05 -1.22
H 0.90 -3.79 0.01
H 0.52 -3.54 2.60
H -0.46 -5.05 2.38
H -1.08 -3.63 3.30
H 3.45 1.16 -0.61
H 2.87 3.40 4.24
H 1.40 2.80 3.97
H 4.14 1.24 2.88
C -0.91 -0.61 -5.11
C 0.14 -1.43 -4.42
O -0.37 -1.50 -3.08
C -1.71 -1.31 -3.13
O -2.44 -1.48 -2.20
O -2.10 -0.91 -4.35
H -1.04 -0.87 -6.15
H -0.71 0.46 -5.04
H 0.23 -2.44 -4.82
H 1.12 -0.95 -4.45
O 5.40 3.92 4.13
H 5.10 3.16 3.56
H 6.05 4.68 3.63
H 5.87 3.61 4.92
O -7.02 -0.86 6.73
H -7.28 -0.51 7.59
H -6.53 -0.13 6.32
Cl -4.83 4.85 2.73
Al 0.91 0.52 -0.69
Br 7.00 5.68 4.85
O 1.03 1.04 -6.01
H 1.01 1.99 -6.24
C 4.60 2.04 -8.10
C 3.49 2.23 -7.04
O 3.83 2.28 -5.87
O 2.32 2.33 -7.56
H 5.57 1.97 -7.61
H 4.42 1.13 -8.66
H 4.61 2.88 -8.79
O -0.63 4.32 6.18
H -1.29 3.90 5.61
C 1.52 -3.47 -7.94
Br 2.03 -1.63 -8.09
Br 2.58 -4.41 -6.64
Br -0.37 -3.66 -7.59
H 1.70 -3.94 -8.90
```

## Properties
E_HOMO   -0.160 Eh
E_tot   -14720.6836 Ha
Total charge   -1
LUMO energy   -3.2 eV
Kohn-Sham gap   1.147 eV

Atomic partial charges in e from the Mulliken method, atoms 1 to 8: C -0.95; C 0.84; O -0.60; O -0.31; C -1.79; C 0.71; C 0.74; N -0.44